Model P:
This record from OMol25 describes 10 unconnected molecules or ions with the total composition C50H50N10. The level of theory is ωB97M-V/def2-TZVPD.

Last column: Löwdin charge in e.
CARTESIAN COORDINATES (ANGSTROEM)
C -1.9692 -2.4943 -4.4509  -0.064
H -4.0331 -1.7883 4.2298  0.082
C -0.1031 7.1840 -2.6475  -0.150
H -0.5446 0.3914 3.6681  0.096
H -5.1275 -5.3430 2.1048  0.101
H 0.2929 6.4779 3.0047  0.105
C 5.3758 -3.5910 -0.1261  -0.069
H -2.1238 7.7812 -2.2255  0.100
C -3.9008 -3.9240 1.0713  -0.144
C -2.8558 0.2266 5.9571  -0.155
C -1.0319 -6.4846 -1.2167  -0.138
H -1.2770 2.7728 3.6131  0.086
H 1.7799 0.7112 1.3524  0.102
H 1.1153 2.9803 5.3569  0.106
C -0.2030 2.6804 -3.1582  -0.083
C -1.4719 6.2046 -0.9461  -0.073
H -4.3449 -1.3577 -2.3139  0.098
H 1.2394 3.9989 -4.0181  0.092
H 3.3296 -5.2071 1.9906  0.085
C 4.3768 2.7080 -2.0043  -0.147
H -0.9693 -2.8905 -4.5504  0.102
C -0.1136 -7.3026 -0.5776  -0.074
C -1.2610 1.2735 -4.7865  -0.140
H 1.4815 -4.9288 1.1905  0.067
C -3.2786 -2.0498 2.2343  -0.145
H -2.3766 6.1892 -0.3521  0.106
H 5.5425 -0.4934 -2.0477  0.095
C -1.3057 7.1175 -1.9723  -0.079
H 1.0052 3.0688 -6.2800  0.100
C 0.7624 5.5132 3.1398  -0.064
C -1.3192 0.7803 4.3170  -0.139
H -1.7770 1.1991 -2.7714  0.084
H 6.3458 1.9134 -2.3451  0.103
C -4.5901 -4.4047 2.1744  -0.075
C -4.4645 -1.3341 -4.4464  -0.150
C -1.7368 2.1164 4.3414  -0.078
N 6.5498 -5.3121 1.0593  0.057
N -0.5317 1.7714 -5.7957  0.057
H -3.7989 -4.4978 0.1588  0.096
N 2.2730 3.8194 2.3445  0.064
H -0.1429 -3.5914 0.0257  0.076
H -0.0055 3.0659 -2.1680  0.074
C -1.7052 0.2554 -0.0908  -0.165
H -1.2042 -1.8354 -0.2848  0.056
H -1.7703 -6.8510 -1.9167  0.105
C -2.6080 -2.2325 -3.2622  -0.088
H 0.0320 5.2210 5.1695  0.110
C 0.7681 0.5610 0.9998  -0.094
C -3.2688 1.5402 6.0274  -0.080
C 5.3056 1.6896 -2.1400  -0.079
C -2.6519 -2.1173 -5.6189  -0.171
C 4.2017 -3.9020 0.5367  -0.076
C 0.5825 3.1542 -4.1882  -0.076
C -0.1597 -4.6567 -0.1866  -0.152
H 1.5762 4.8139 -1.1751  0.091
H -3.9708 1.8414 6.8010  0.102
H -5.2139 -3.9595 4.1960  0.105
H 5.3876 -6.5501 2.2455  0.105
C -0.8410 -0.8327 -0.0998  -0.079
C 0.5718 4.8183 4.3212  -0.088
C 2.0482 3.1261 3.4726  -0.151
H 1.9046 5.6124 1.3712  0.098
H 0.1517 2.6019 1.1723  0.080
H 3.2763 -3.3815 0.3230  0.090
C 2.7004 1.2238 -1.6036  -0.145
H -1.9308 0.4577 -5.0285  0.082
C 0.7397 -5.4033 0.5704  -0.061
C -1.0770 1.6506 -3.4664  -0.066
H -2.7404 0.0826 -0.3652  0.105
H -3.3229 -0.5568 6.5372  0.102
H -3.0400 3.5510 5.2340  0.108
H 5.4209 -2.8979 -0.9568  0.089
H 1.6392 1.0763 -1.4544  0.083
C 0.7906 -6.7654 0.3201  -0.071
H -2.0977 -2.3351 -2.3095  0.081
C 0.4003 -0.6817 0.5009  -0.080
C -0.1209 1.6128 0.8149  -0.172
C 4.9071 0.3822 -2.0060  -0.079
C 5.3918 -5.6853 1.5899  -0.153
C -4.6605 -3.6386 3.3222  -0.079
N -1.3384 1.4732 0.3046  0.082
C 0.7337 5.4573 -1.4160  -0.185
C -3.8348 -1.5870 -3.2410  -0.078
C 1.2108 3.5985 4.4729  -0.095
H 2.4971 2.1410 3.4958  0.101
N 3.0932 2.4968 -1.7424  0.078
N 0.9137 6.3827 -2.3447  0.061
C -2.7153 2.5205 5.2171  -0.070
H 7.5036 -3.9670 -0.1468  0.104
H 4.7861 3.7105 -1.9286  0.108
H 1.1390 -1.4733 0.5747  0.094
H 1.5185 -7.4117 0.7944  0.107
H -2.2105 -2.3062 -6.5917  0.104
C 3.5605 0.1415 -1.7448  -0.063
N -1.9300 -0.1293 5.0611  0.048
C -0.4279 5.3454 -0.6455  -0.076
H -0.4526 4.6459 0.1784  0.082
H -5.4667 -0.9383 -4.5456  0.101
N -3.8753 -1.6214 -5.6137  0.046
H -2.6393 -1.1728 2.2316  0.087
C 1.7274 5.0240 2.2682  -0.169
C -3.9550 -2.4480 3.3782  -0.060
C 4.2161 -4.9716 1.4199  -0.081
H -0.0903 -8.3599 -0.8123  0.102
C 6.5296 -4.3023 0.1902  -0.147
C 0.3812 2.6779 -5.4829  -0.159
H 3.1918 -0.8469 -1.5002  0.092
N -3.2546 -2.7573 1.1117  0.059
N -1.0630 -5.1656 -1.0022  0.065
H 0.0269 7.9033 -3.4467  0.103

- Kohn-Sham gap: 0.3473 Ha
- E_HOMO: -9.03 eV
- LUMO level: 0.016 Ha
- Structure (SMILES): c1ccncc1.c1ccncc1.c1ccncc1.c1ccncc1.c1ccncc1.c1ccncc1.c1ccncc1.c1ccncc1.c1ccncc1.c1ccncc1


Model Q:
This record from OMol25 describes 10 unconnected molecules or ions with the total composition C50H50N10. The level of theory is ωB97M-V/def2-TZVPD.

Last column: Löwdin charge in e.
CARTESIAN COORDINATES (ANGSTROEM)
H 2.0561 4.5878 -2.3379  0.095
C -2.9925 0.2175 -4.9000  -0.163
C 6.0626 -1.8363 1.3359  -0.101
H 1.3956 2.7802 6.1773  0.095
C 6.3964 -2.8168 0.4780  -0.095
C -0.6468 2.6955 -2.7676  -0.109
C 1.4028 -2.5456 5.8297  -0.090
C -4.8608 1.2115 -5.8802  -0.116
C 6.2466 2.1057 0.5954  -0.069
C 5.4070 -3.5856 -0.0751  -0.152
N 1.1656 -0.1995 5.4609  0.055
H -2.1075 5.7749 -2.4191  0.100
C 0.6515 -1.7754 3.7421  -0.084
H 6.0334 1.8270 -1.5637  0.105
H 3.4812 -0.3943 -1.2801  0.079
H -0.7842 3.8077 1.8971  0.092
H -5.3613 1.7638 -6.6618  0.095
H -4.0312 0.3808 0.2388  0.085
C -2.5654 -3.3666 0.7693  -0.095
N -7.4820 0.2838 0.3705  0.058
C -0.7026 -1.3613 -1.4955  -0.168
N 0.7073 3.0130 -2.6521  0.057
H 6.8214 -1.1575 1.6961  0.110
C 0.9610 -0.4796 0.0067  -0.116
H -1.7224 1.5564 -0.3041  0.091
C 3.7671 -2.4455 1.0724  -0.153
C -2.8561 -4.3862 -0.1479  -0.078
C -5.0340 -0.0179 0.1965  -0.085
C -0.5499 3.3350 5.2429  -0.075
H 0.1749 -1.9919 2.7975  0.085
N -3.4941 0.9602 -5.9441  0.057
H -1.7201 -2.7331 0.5444  0.074
C 4.7529 -1.5938 1.5892  -0.064
H 1.6460 -3.3945 6.4516  0.101
H -0.9749 1.6682 -2.8252  0.069
H -2.1730 3.5503 3.8809  0.095
N 4.1334 -1.9837 -4.2309  0.054
C 0.8350 3.0682 5.3002  -0.058
N -1.6054 -0.3734 -1.3222  0.069
C 2.4530 -0.3279 -4.5104  -0.049
H 1.6944 0.1774 -5.0897  0.096
H -3.2610 -0.9019 -3.0253  0.071
H 1.0671 -2.3939 -1.0621  0.110
H -4.3139 -5.8694 -0.7457  0.098
H 0.4388 1.4090 0.7842  0.083
H 3.6146 2.1939 -1.5009  0.081
C -3.6831 -0.2983 -3.8151  -0.065
C 0.1778 0.6111 0.1047  -0.078
H -5.0892 -4.2939 2.9586  0.096
H 0.9569 -3.8051 4.1030  0.111
H 1.8427 -0.9921 7.2837  0.099
C 5.5292 2.2648 1.7816  -0.169
C -6.5219 -1.7417 -0.4686  -0.054
C 3.5554 2.5643 0.6514  -0.148
C -5.2308 -1.2783 -0.2284  -0.125
H 4.5286 -0.7571 2.2342  0.100
C 2.5715 -0.0236 -3.1175  -0.079
H -6.6282 0.9782 -5.0054  0.101
H -8.6345 -1.1999 -0.3776  0.100
H -2.2187 -4.4717 -1.0156  0.093
C 3.5186 -0.6480 -2.3292  -0.089
C -3.9711 -5.2190 0.0454  -0.149
C -0.2962 3.7186 2.8564  -0.137
H 7.4127 -3.0798 0.2239  0.109
C 4.3171 -1.5737 -2.9722  -0.146
C 4.1658 2.2741 -0.5756  -0.070
C -5.6017 0.7090 -4.8045  -0.106
H -0.9247 -2.1097 -2.2418  0.104
H -5.9538 1.5937 1.1509  0.091
H 4.9489 -2.1958 -2.3556  0.081
C 1.5328 3.1600 4.0815  -0.176
H -4.3527 -1.8625 -0.4605  0.085
C 0.6720 -0.4392 4.2079  -0.106
H 1.8464 -0.4016 0.6203  0.095
C 1.4875 -1.2371 6.2936  -0.118
H -2.7077 3.4479 -2.8147  0.100
C 5.5417 2.0256 -0.6228  -0.057
H 6.0313 2.3327 2.7354  0.101
H -3.3328 -2.4409 2.6064  0.093
H -6.6707 -2.7898 -0.6822  0.098
H -1.9268 0.0459 -4.9338  0.087
H 2.5473 2.9052 0.8355  0.076
C 0.0542 5.3233 -2.3758  -0.050
C -7.6184 -0.9072 -0.1581  -0.173
C -6.1783 0.6402 0.6961  -0.101
N 4.2370 2.5490 1.7816  0.051
H 7.2991 1.9444 0.7759  0.094
C -1.1008 3.5897 4.0037  -0.087
H 2.6110 3.1850 4.0243  0.089
C 0.5291 -1.4893 -0.8201  -0.069
H 5.8066 -4.3478 -0.7277  0.106
C 3.2269 -1.3543 -4.9964  -0.159
H -5.5454 -0.2507 -2.8966  0.091
C -3.3778 -3.2743 1.9209  -0.062
H -1.0690 3.4090 6.1871  0.102
C 1.0286 4.2995 -2.5034  -0.160
N -4.7689 -5.1041 1.1215  0.040
C -1.1476 0.6507 -0.4296  -0.083
C -4.4002 -4.2598 2.1276  -0.116
H 2.7077 -2.3195 1.2400  0.079
C -1.3416 5.0226 -2.5364  -0.065
H 1.9896 0.7858 -2.7019  0.066
H 0.4563 0.3506 3.5036  0.086
H 0.4411 6.2998 -2.1245  0.089
C -1.6599 3.6915 -2.7189  -0.080
N 1.0050 3.3628 2.8925  0.045
N 4.1063 -3.4410 0.2732  0.070
C 1.0369 -2.8245 4.5485  -0.094
C -5.0308 0.0522 -3.7965  -0.095
H 3.1373 -1.7914 -5.9799  0.100

- Kohn-Sham gap: 0.3462 Ha
- E_HOMO: -9.29 eV
- LUMO level: 0.005 Ha
- Structure (SMILES): c1ccncc1.c1ccncc1.c1ccncc1.c1ccncc1.c1ccncc1.c1ccncc1.c1ccncc1.c1ccncc1.c1ccncc1.c1ccncc1


Most stable = model P


Model P:
This record from OMol25 describes a single C9H8N2 molecule. The level of theory is ωB97M-V/def2-TZVPD.

Last column: natural (NBO) charge in e.
CARTESIAN COORDINATES (ANGSTROEM)
C 0.7776 -1.0917 -2.4460  -0.216
C 0.1745 -1.1616 -1.1344  -0.153
C 0.4101 1.1918 -0.9138  -0.146
C -0.6511 -0.1418 1.0062  0.357
C -1.9123 -0.3224 2.6650  -0.120
H 1.2053 0.5453 2.1602  0.446
H -2.7320 -0.6686 3.1058  0.200
H 0.3741 2.0758 -0.0001  0.197
C 1.1112 0.1380 -2.8697  -0.188
C -0.0010 0.0193 -0.3705  -0.123
N -1.8350 -0.4557 1.2981  -0.442
C 0.9574 1.3270 -2.1593  -0.200
H 1.2340 0.2481 -3.7880  0.187
H 1.2519 2.1016 -2.5299  0.187
H -0.2701 -2.1983 -0.6943  0.228
H 0.9400 -2.0142 -2.9943  0.221
C -0.7307 0.0493 3.1796  -0.089
H -0.4547 0.1807 4.3984  0.228
N 0.1507 0.1774 2.0870  -0.574

- Kohn-Sham gap: 0.3532 Ha
- E_HOMO: -8.81 eV
- LUMO level: 0.030 Ha
- Structure (SMILES): c1ccc(-c2ncc[nH]2)cc1


Model Q:
This record from OMol25 describes a single C9H8N2 molecule. The level of theory is ωB97M-V/def2-TZVPD.

Last column: natural (NBO) charge in e.
CARTESIAN COORDINATES (ANGSTROEM)
C -1.1654 1.1959 0.1216  -0.196
N 1.8076 -1.0630 0.2899  -0.484
H 3.7338 1.3515 -0.5097  0.205
H 1.5836 -1.7415 0.7269  0.366
H 3.8629 -1.0142 0.5558  0.196
C 3.0718 -0.6209 0.1742  -0.064
C 0.9989 0.1099 0.0123  0.319
H -0.7093 2.1504 0.4624  0.233
C -0.4644 -0.0041 -0.0123  -0.073
N 1.8194 1.1263 -0.3419  -0.432
C -2.4909 -1.1522 -0.1995  -0.189
C -3.2469 -0.0558 -0.0252  -0.227
H -3.0052 -2.1909 -0.4743  0.208
C -2.5452 1.2118 0.2382  -0.179
H -4.4137 0.0193 0.1251  0.228
C 3.1682 0.6526 -0.2069  -0.106
H -0.5612 -1.8955 -0.4239  0.191
C -1.1247 -1.2106 -0.1753  -0.207
H -3.0882 2.1184 0.3384  0.213

- Kohn-Sham gap: 0.3293 Ha
- E_HOMO: -8.27 eV
- LUMO level: 0.025 Ha
- Structure (SMILES): c1ccc(-c2ncc[nH]2)cc1


Most stable = model P


Model P:
This record from OMol25 describes 10 unconnected molecules or ions with the total composition H22NO9. The level of theory is ωB97M-V/def2-TZVPD.

Last column: natural (NBO) charge in e.
CARTESIAN COORDINATES (ANGSTROEM)
O -1.0051 -2.2568 -0.8181  -0.965
O 2.3474 -1.4783 -0.4015  -0.990
H -0.8281 -2.3321 -1.7652  0.506
O -4.0801 1.9508 -0.5670  -0.956
H 1.5823 -0.3852 -3.1578  0.468
N -0.0745 0.1107 0.4103  -0.941
H -0.3198 -0.7854 -0.0513  0.455
H -1.8261 3.2267 1.2502  0.501
H -0.1492 -0.0141 3.9808  0.493
H 1.1530 -3.6190 1.5452  0.482
H 2.0931 2.1586 -1.3776  0.486
O -1.8687 2.2669 1.1727  -0.965
H -3.6986 1.7127 -1.4158  0.463
O 1.1256 -1.2031 -2.9472  -0.970
H 0.0936 0.0502 1.4237  0.453
H -2.1502 1.9649 2.0439  0.490
H -3.3289 1.9782 0.0430  0.477
O 1.1945 -2.7739 2.0073  -0.959
H 2.0764 -1.9764 0.3844  0.508
H 1.4163 -1.4403 -2.0541  0.491
H -0.7615 0.8393 0.1906  0.464
H 0.7665 0.3906 -0.1251  0.463
H -0.6829 2.5058 -2.3370  0.485
H 3.2937 -1.3500 -0.2726  0.489
H -1.2050 1.0980 -2.5864  0.487
H -1.0663 -3.1629 -0.5007  0.491
O -0.9756 1.7116 -1.8791  -0.967
H 2.8402 0.9124 -0.9050  0.481
H 1.1172 0.7399 3.5834  0.500
H 0.3869 -2.7385 2.5289  0.488
O 2.2041 1.5750 -0.6199  -0.943
O 0.3297 0.3236 3.2168  -0.967

- Kohn-Sham gap: 0.3758 Ha
- E_HOMO: -13.20 eV
- LUMO level: -0.109 Ha
- Net charge: +1


Model Q:
This record from OMol25 describes 10 unconnected molecules or ions with the total composition H22NO9. The level of theory is ωB97M-V/def2-TZVPD.

Last column: natural (NBO) charge in e.
CARTESIAN COORDINATES (ANGSTROEM)
O 3.5284 0.0998 0.0786  -0.963
H 1.7684 3.1031 0.1786  0.475
H 2.9355 -0.3006 -0.5956  0.475
H -0.7897 -0.4617 0.1760  0.465
H -0.4226 -3.1437 -0.8593  0.488
H -1.7118 -1.4767 -2.2249  0.511
H -3.1784 0.5681 2.4384  0.486
H -3.5313 0.0423 -2.0974  0.471
H 2.2983 2.6280 1.4165  0.478
H 0.8886 -1.0202 3.7065  0.462
H -0.4552 0.4355 1.4717  0.452
O -1.3910 2.3599 -0.9571  -0.977
H 0.5252 -3.5936 0.4566  0.486
H 2.1913 -0.2245 3.6537  0.492
H -0.8443 -2.0265 -3.2979  0.487
H -1.5938 2.9951 -0.1684  0.503
H -0.5940 2.5881 -1.3830  0.486
O 1.9715 -1.2098 -1.8239  -0.968
N -0.0247 0.1233 0.6053  -0.820
O 1.5033 -0.7963 3.1276  -0.952
H -3.1811 2.1778 2.0012  0.513
O -2.9404 0.0403 -1.4150  -0.945
O -0.4324 -3.5320 -0.0108  -0.978
O -0.7295 -1.7213 -2.3314  -1.000
O -2.8280 1.2422 2.0346  -0.995
H 1.3283 -1.4798 -2.5522  0.498
H 2.9683 0.8430 0.3348  0.461
H 0.7313 -0.3816 0.7146  0.438
H -2.6270 0.8796 -1.4538  0.481
O 2.1378 2.3943 0.5809  -0.932
H 2.3760 -2.0941 -1.8852  0.482
H 0.1231 0.9419 0.0803  0.441

- Kohn-Sham gap: 0.3633 Ha
- E_HOMO: -13.24 eV
- LUMO level: -0.123 Ha
- Net charge: +1


Most stable = model P